(1)
A 16-piece molecular cluster, C34H45Cl45O3 overall at a distorted geometry. Source: the OMol25 dataset; level of theory: ωB97M-V with the def2-TZVPD basis set.

Positions of all 127 atoms, in Å:
C  -2.2309  -5.8242  -5.0179
C  -1.0492  -4.9915  -4.2751
C  -0.7339  -5.8113  -2.9124
C  0.7159  -5.3358  -2.4022
C  0.4877  -4.4635  -1.0553
C  1.8164  -3.5904  -0.8518
C  1.5519  -2.1368  -0.2470
C  2.9676  -1.4640  0.0259
C  4.1230  -1.7341  -0.7423
C  5.5361  -1.0570  -0.4160
O  6.5768  -1.6393  -0.7452
C  5.4584  0.3595  0.2870
C  4.3131  0.6238  1.0487
C  4.1966  2.0748  1.7174
C  2.8972  2.7340  1.0588
C  3.2390  3.9597  0.0448
C  1.8053  4.5749  -0.3841
C  1.7278  5.0052  -1.9164
O  0.5955  5.8267  -2.2691
C  -0.5874  5.4876  -1.5250
C  3.1498  -0.4256  1.2199
O  2.3624  -0.4685  2.1780
H  -3.2368  -5.3558  -4.7851
H  -2.0250  -5.9711  -6.1205
H  -2.2603  -6.8720  -4.5547
H  -1.3837  -3.9286  -4.0254
H  -0.1296  -4.9247  -4.9495
H  -1.5199  -5.4752  -2.1692
H  -0.6924  -6.9302  -3.0803
H  1.1845  -4.7298  -3.2358
H  1.4133  -6.1933  -2.1340
H  0.4355  -5.1702  -0.1576
H  -0.4244  -3.7945  -1.1337
H  2.2487  -3.4241  -1.9020
H  2.6046  -4.1083  -0.2047
H  0.8603  -1.4905  -0.8699
H  1.0270  -2.2920  0.7619
H  4.1217  -2.4299  -1.6320
H  6.2641  1.1490  0.1578
H  5.1118  2.7159  1.5215
H  4.0335  1.9859  2.8381
H  2.3450  1.9725  0.4002
H  2.1439  3.0352  1.8672
H  3.7409  3.5653  -0.9079
H  3.9132  4.7338  0.5369
H  1.5146  5.4212  0.3081
H  1.0549  3.7193  -0.2382
H  2.6917  5.5689  -2.1490
H  1.7182  4.0758  -2.5726
H  -0.7719  4.3561  -1.4590
H  -1.4983  5.9263  -2.0343
H  -0.5616  5.9462  -0.4732
C  -2.8774  -7.9309  0.6489
Cl  -1.1336  -8.1830  0.8004
Cl  -3.2774  -6.2103  0.7682
Cl  -3.4721  -8.6029  -0.8755
H  -3.3683  -8.4524  1.4666
C  3.0340  2.8456  5.9390
Cl  2.2139  3.2830  4.4347
Cl  4.7687  3.1663  5.8182
Cl  2.3320  3.7245  7.3058
H  2.8939  1.7805  6.1080
C  7.1240  -1.6598  3.5318
Cl  7.7647  -0.7729  4.9247
Cl  6.4890  -0.5372  2.3136
Cl  8.3722  -2.6995  2.8291
H  6.3058  -2.2904  3.8745
C  -4.4492  -2.3426  1.2204
Cl  -2.6979  -2.5588  1.3628
Cl  -4.8948  -0.6333  1.3423
Cl  -5.0370  -3.0274  -0.3013
H  -4.9227  -2.8751  2.0415
C  -7.1311  2.1871  -0.5226
Cl  -7.5470  0.5541  -1.0633
Cl  -5.7991  2.1342  0.6401
Cl  -6.7165  3.2119  -1.9008
H  -8.0001  2.6164  -0.0290
C  -6.1281  -4.9736  -6.6336
Cl  -5.4158  -4.1266  -5.2530
Cl  -6.7357  -3.8172  -7.8260
Cl  -4.9498  -6.0662  -7.3722
H  -6.9656  -5.5666  -6.2751
C  -6.8899  4.2493  3.8092
Cl  -5.4119  3.3160  4.0696
Cl  -6.5030  5.9488  3.5098
Cl  -7.8062  3.5698  2.4586
H  -7.5031  4.1906  4.7048
C  -1.1352  4.7294  3.6730
Cl  -2.7784  4.6345  3.0298
Cl  0.0374  4.4268  2.3836
Cl  -0.8408  6.3044  4.4220
H  -1.0198  3.9618  4.4349
C  -5.6488  1.9826  -5.8760
Cl  -6.0102  1.4354  -4.2339
Cl  -6.3336  0.8704  -7.0694
Cl  -6.2601  3.6231  -6.1324
H  -4.5690  1.9966  -6.0021
C  9.4761  1.1097  0.3896
Cl  8.6476  1.5653  -1.1063
Cl  11.2170  1.3836  0.2424
Cl  8.8189  2.0094  1.7645
H  9.3096  0.0485  0.5638
C  6.0195  -5.7104  5.0820
Cl  5.3938  -4.4650  3.9916
Cl  6.4382  -7.1722  4.1798
Cl  7.4218  -5.1064  5.9740
H  5.2404  -5.9610  5.7975
C  -0.0941  1.8464  9.2645
Cl  -0.0982  0.1790  8.6734
Cl  -1.5602  2.6928  8.7512
Cl  0.0620  1.8828  11.0260
H  0.7629  2.3580  8.8345
C  -9.1526  6.4723  -0.2548
Cl  -7.3974  6.3108  -0.4198
Cl  -9.9010  4.8968  0.0467
Cl  -9.5536  7.6064  1.0418
H  -9.5485  6.8653  -1.1878
C  2.6654  2.8178  -5.7071
Cl  2.3721  2.2087  -4.0720
Cl  1.9359  1.7458  -6.9100
Cl  2.0393  4.4625  -5.8774
H  3.7391  2.8408  -5.8756
C  -1.5442  -0.5681  -2.2708
Cl  -1.5710  -2.2687  -2.7603
Cl  -2.9479  0.2887  -2.9210
Cl  -1.4950  -0.4316  -0.5085
H  -0.6451  -0.1097  -2.6759

E_HOMO   -0.34728 Eh
Net charge   0
HOMO-LUMO gap   8.340 eV

(2)
C57H59CsN10O3P3SSi as an isolated structure at a distorted geometry. Source: the OMol25 dataset; level of theory: ωB97M-V with the def2-TZVPD basis set.

Positions of all 135 atoms, in Å:
Cs  0.9170  -0.2478  -0.1704
C  0.0325  -0.3261  -5.4391
Si  -0.2049  -0.3215  -3.5097
C  -1.8633  -1.2714  -3.3989
C  -3.0968  -1.0503  -4.0045
C  -4.1512  -1.9295  -3.8088
C  -3.9817  -3.0433  -2.9948
C  -2.7533  -3.3040  -2.4036
C  -1.6921  -2.4274  -2.6197
P  0.0511  -2.6324  -2.1019
C  0.7564  -3.1889  -3.7033
C  2.0451  -2.8047  -4.0662
C  2.5858  -3.2005  -5.2771
C  1.8379  -3.9807  -6.1526
C  0.5575  -4.3743  -5.7978
C  0.0202  -3.9856  -4.5771
C  0.0011  -4.2965  -1.2482
C  0.8655  -5.3497  -1.5585
C  1.0451  -6.4189  -0.6921
C  0.3792  -6.4560  0.5244
C  -0.4673  -5.4074  0.8635
C  -0.6426  -4.3441  -0.0044
C  -0.3211  1.5825  -3.2503
C  0.8493  2.2351  -3.6808
C  1.1134  3.5688  -3.4375
C  0.2044  4.3251  -2.7115
C  -0.9623  3.7280  -2.2722
C  -1.2433  2.3813  -2.5261
P  -2.8320  1.6353  -2.0010
C  -3.8805  2.0861  -3.4555
C  -5.2592  1.8924  -3.3303
C  -6.1201  2.2359  -4.3588
C  -5.6188  2.7618  -5.5436
C  -4.2491  2.9176  -5.6930
C  -3.3845  2.5783  -4.6596
C  -3.5210  2.9150  -0.8456
C  -4.1002  4.1175  -1.2588
C  -4.7006  4.9686  -0.3418
C  -4.7777  4.6109  0.9967
C  -4.2084  3.4179  1.4169
C  -3.5529  2.5960  0.5104
H  -0.8050  0.1651  -5.9457
H  0.1044  -1.3465  -5.8227
H  0.9467  0.1912  -5.7429
H  -3.2304  -0.1921  -4.6525
H  -5.1052  -1.7504  -4.2917
H  -4.8111  -3.7272  -2.8449
H  -2.6172  -4.1939  -1.7975
H  2.6129  -2.1815  -3.3839
H  3.5894  -2.8953  -5.5486
H  2.2511  -4.2705  -7.1111
H  -0.0315  -4.9793  -6.4774
H  -0.9806  -4.2942  -4.3011
H  1.4096  -5.3308  -2.4943
H  1.7193  -7.2231  -0.9630
H  0.5450  -7.2753  1.2140
H  -0.9692  -5.4140  1.8271
H  -1.2852  -3.5135  0.2771
H  1.5805  1.6528  -4.2341
H  2.0277  4.0190  -3.8080
H  0.3981  5.3697  -2.4972
H  -1.6745  4.3351  -1.7294
H  -5.6393  1.4696  -2.4063
H  -7.1884  2.0996  -4.2375
H  -6.2907  3.0372  -6.3474
H  -3.8503  3.3162  -6.6184
H  -2.3170  2.7038  -4.7911
H  -4.0996  4.3889  -2.3068
H  -5.1239  5.9080  -0.6784
H  -5.2869  5.2526  1.7065
H  -4.2956  3.1115  2.4530
H  -3.1109  1.6661  0.8430
N  5.3734  -6.2862  4.7490
C  4.7891  -5.2951  3.9589
C  5.4745  -4.1094  3.6848
C  4.8982  -3.1422  2.8818
C  3.6480  -3.3562  2.3338
C  2.9606  -4.5313  2.5842
C  3.5292  -5.4980  3.3928
S  2.8350  -2.1052  1.3661
O  2.5381  -2.6846  0.0781
O  3.6576  -0.9111  1.2963
N  1.4080  -1.7735  2.0447
C  1.4050  -1.3299  3.3079
N  0.2076  -0.9027  3.7909
C  0.1847  -0.4075  5.0145
C  1.3069  -0.3123  5.8233
C  2.4719  -0.8337  5.2722
N  2.5388  -1.3400  4.0578
H  6.0920  -5.9644  5.3744
H  4.7278  -6.9279  5.1764
H  6.4524  -3.9451  4.1232
H  5.3991  -2.2016  2.6923
H  1.9806  -4.6796  2.1467
H  2.9982  -6.4188  3.6086
H  -0.7921  -0.0825  5.3667
H  1.2759  0.1167  6.8135
H  3.3972  -0.8529  5.8443
C  -4.1127  -4.3443  2.2284
N  -4.0444  -3.0875  1.5277
C  -4.9926  -2.6441  0.5375
C  -4.4181  -1.2550  0.1729
O  -4.9478  -0.5006  -0.6104
N  -3.2694  -1.0641  0.9003
C  -3.0975  -2.1281  1.6649
N  -2.1270  -2.2491  2.5779
H  -5.1018  -4.7707  2.0772
H  -3.9655  -4.1971  3.3017
H  -3.3694  -5.0607  1.8622
H  -6.0034  -2.5513  0.9427
H  -5.0119  -3.2825  -0.3473
H  -1.3745  -1.5616  2.6217
H  -1.8645  -3.1687  2.8903
C  -1.0521  5.7164  2.4335
N  -0.0096  5.2180  1.5469
C  1.2796  5.3526  2.2108
N  1.3415  4.6833  3.5074
C  0.2653  5.1993  4.3434
N  -1.0576  5.0690  3.7443
C  -1.4517  3.6660  3.6339
P  -0.3219  2.6080  2.5625
C  -0.2641  3.8368  1.1465
C  1.2601  3.2298  3.3649
H  -2.0235  5.5609  1.9586
H  -0.8877  6.7873  2.5863
H  1.4697  6.4177  2.3728
H  2.0593  4.9458  1.5629
H  0.4538  6.2618  4.5234
H  0.2723  4.6679  5.2983
H  -2.4528  3.6237  3.2100
H  -1.4857  3.2329  4.6385
H  -1.2183  3.7855  0.6190
H  0.5190  3.5269  0.4480
H  2.1060  2.8887  2.7610
H  1.3561  2.7725  4.3541

E_HOMO   -0.10667 Eh
Energy above the lowest of the compared OMol25 structures with the same formula, charge and spin   140.7 kJ/mol
Net charge   -1
HOMO-LUMO gap   4.756 eV

(3)
C26H43BBr3ClFI2N4O5S as an isolated structure at a distorted geometry. Source: the OMol25 dataset; level of theory: ωB97M-V with the def2-TZVPD basis set.

Positions of all 87 atoms, in Å:
C  -2.0950  -2.3819  5.9861
C  -1.8652  -1.1944  4.9225
C  -2.3179  -1.7938  3.4781
C  -1.6050  -0.9883  2.2530
O  -0.7357  -1.6356  1.3769
N  0.3651  -1.1756  0.7240
C  1.2688  -2.4231  1.0203
I  0.0548  -4.2676  1.6614
C  2.2175  -2.6839  2.2167
C  3.0876  -4.0415  1.9089
I  1.2439  -3.1991  4.1600
C  0.9360  0.1849  1.0365
Br  1.6631  0.3164  2.9444
C  0.1155  1.5191  1.0604
C  -1.0804  2.1710  1.8237
C  -0.9702  2.3705  3.4349
Cl  -2.8493  1.8065  1.3469
C  2.1764  0.5351  -0.0158
F  2.3138  2.0166  -0.1549
C  3.6581  0.3643  0.4634
C  4.4567  -0.9443  0.7514
N  1.8074  0.3139  -1.4285
C  2.4982  1.0997  -2.4124
Br  4.3277  0.6618  -3.1585
C  2.0031  2.2819  -3.0422
C  0.5690  2.8599  -2.6650
Br  2.9807  3.2944  -4.4179
C  1.1687  -0.9468  -1.8325
C  2.4104  -1.9342  -2.1364
B  0.6125  -0.8850  -3.4027
N  -0.0888  0.2057  -4.0856
O  0.6394  -2.0751  -4.2480
C  0.0416  -1.3541  -0.8018
C  -1.1985  -0.3190  -1.1875
C  -2.4415  -0.9821  -1.9555
N  -0.7375  -2.5649  -1.0080
C  -0.3783  -3.5422  -1.6938
S  0.1573  -4.8058  -2.5793
H  -2.0878  -3.4119  5.5041
H  -3.0973  -2.2870  6.5249
H  -1.2853  -2.4009  6.7952
H  -0.7827  -0.8442  4.9156
H  -2.5260  -0.3350  5.2529
H  -2.2490  -2.9111  3.4232
H  -3.4485  -1.5786  3.4843
H  -1.1394  -0.1406  2.8282
H  -2.5382  -0.6822  1.6516
H  1.6722  -2.9273  0.0794
H  3.0200  -1.9995  2.5833
H  2.9578  -4.4320  0.8567
H  2.8769  -4.8624  2.6655
H  4.2135  -3.8313  2.0184
H  0.8695  2.2707  1.5186
H  -0.0840  1.8467  -0.0226
H  -1.0869  3.2839  1.4938
H  -0.0753  3.0654  3.5984
H  -0.7744  1.4239  4.0065
H  -1.8927  2.9370  3.7655
H  3.8601  1.0659  1.3524
H  4.3095  0.8767  -0.3416
H  5.5139  -0.9348  0.3012
H  4.0287  -1.9479  0.4499
H  4.6625  -1.0187  1.8815
H  0.4312  3.0931  -1.5720
H  0.4091  3.8355  -3.2350
H  -0.3024  2.2194  -2.9597
H  3.2768  -1.6124  -1.4849
H  2.2474  -3.0347  -1.9684
H  2.8581  -1.8246  -3.1875
H  0.2793  0.3621  -5.0276
H  -1.0856  -0.0070  -4.1875
H  -0.0239  -1.9915  -4.9555
H  -1.7265  0.0282  -0.2405
H  -0.8429  0.6612  -1.6271
H  -3.0897  -0.0899  -2.2854
H  -2.1792  -1.5338  -2.9064
H  -3.1260  -1.5800  -1.2597
C  -3.9392  4.7157  -2.0880
C  -3.9041  5.3769  -3.4336
O  -2.9956  4.5614  -4.1652
C  -2.9914  3.3376  -3.5773
O  -2.4638  2.3682  -4.0403
O  -3.6635  3.3537  -2.3959
H  -4.9084  4.8152  -1.5985
H  -3.1619  5.0907  -1.4161
H  -4.8760  5.3604  -3.9342
H  -3.5492  6.4065  -3.3837

E_HOMO   -0.37868 Eh
Net charge   +1
HOMO-LUMO gap   6.634 eV

(4)
A 14-piece molecular cluster, C20H8Cl52FO4P overall at a distorted geometry. Source: the OMol25 dataset; level of theory: ωB97M-V with the def2-TZVPD basis set.

Positions of all 86 atoms, in Å:
O  3.2108  -5.7233  -0.9315
P  2.4003  -5.1396  -2.0573
C  2.8278  -3.3828  -2.4587
C  1.9687  -2.4304  -2.9082
C  0.4658  -2.3730  -3.2050
C  -0.2583  -3.7410  -3.4878
C  -1.1656  -4.0773  -2.2533
F  -0.5289  -3.7927  -1.0121
C  2.8156  -1.1359  -3.0825
O  2.3953  -0.1045  -3.4512
O  4.1299  -1.3731  -2.6851
C  4.2426  -2.7116  -2.3409
O  5.1919  -3.2824  -1.9899
H  1.0260  -5.3748  -1.8042
H  2.7327  -5.9152  -3.2234
H  -0.0610  -1.7889  -2.4003
H  0.3416  -1.7431  -4.1302
H  -0.9728  -3.5518  -4.3388
H  0.3990  -4.5737  -3.8263
H  -1.5982  -5.1032  -2.2870
H  -2.0434  -3.3728  -2.2863
C  -2.4760  -0.2109  0.1646
Cl  -2.9156  -1.6225  1.1401
Cl  -2.5278  -0.6389  -1.5560
Cl  -3.6226  1.1023  0.4743
Cl  -0.8425  0.3268  0.6057
C  -2.3754  -0.9336  -6.5978
Cl  -2.2533  -0.8064  -4.8330
Cl  -2.4464  0.6901  -7.2890
Cl  -0.9513  -1.7835  -7.2271
Cl  -3.8390  -1.8332  -7.0297
C  -1.1328  2.9212  -10.5813
Cl  0.0913  4.1619  -10.9054
Cl  -1.8258  2.3676  -12.1148
Cl  -0.3852  1.5452  -9.7426
Cl  -2.4184  3.6078  -9.5699
C  -2.7191  -7.7711  -0.1442
Cl  -3.1461  -9.1132  -1.2198
Cl  -1.0057  -7.3687  -0.3526
Cl  -3.7133  -6.3564  -0.5418
Cl  -3.0130  -8.2438  1.5360
C  0.7483  3.6615  -6.0313
Cl  0.0121  5.1414  -5.3896
Cl  2.4929  3.6904  -5.7253
Cl  0.0325  2.2524  -5.2284
Cl  0.4553  3.5601  -7.7796
C  -3.5132  2.3106  4.4905
Cl  -4.8057  3.2030  3.6652
Cl  -4.2255  1.1463  5.6186
Cl  -2.5363  1.4475  3.2890
Cl  -2.4897  3.4458  5.3824
C  1.4312  4.0175  7.3399
Cl  0.8150  2.7882  6.2254
Cl  3.1587  4.2715  7.0437
Cl  0.5578  5.5399  7.0835
Cl  1.1924  3.4734  9.0099
C  3.0059  2.3106  0.0625
Cl  2.8728  1.3713  -1.4330
Cl  4.5076  1.8633  0.8922
Cl  3.0332  4.0426  -0.3166
Cl  1.6222  1.9674  1.1221
C  1.7363  -7.9882  2.8071
Cl  2.1940  -7.6069  1.1413
Cl  0.4792  -9.2411  2.8064
Cl  3.1552  -8.5777  3.6909
Cl  1.1130  -6.5283  3.5971
C  0.5839  8.2747  -2.2946
Cl  1.8291  9.5015  -2.5827
Cl  -0.1192  7.7722  -3.8417
Cl  1.3101  6.8699  -1.4954
Cl  -0.6858  8.9522  -1.2608
C  1.1835  -1.1376  5.3283
Cl  -0.1201  -0.2328  4.5313
Cl  0.4799  -2.3080  6.4579
Cl  2.1364  -1.9959  4.1053
Cl  2.2337  -0.0193  6.2141
C  -7.7100  2.0445  7.9117
Cl  -7.2968  2.4673  6.2420
Cl  -9.0669  0.9046  7.9144
Cl  -6.3077  1.2952  8.6955
Cl  -8.1676  3.5098  8.7968
C  5.7338  6.6379  8.7716
Cl  4.4388  7.5529  7.9773
Cl  5.0282  5.4685  9.9029
Cl  6.6837  5.7761  7.5481
Cl  6.7859  7.7545  9.6584

E_HOMO   -0.38169 Eh
Net charge   0
HOMO-LUMO gap   9.253 eV

Q: The lowest net charge belongs to which entry?
A: C57H59CsN10O3P3SSi

Q: The highest net charge belongs to which entry?
A: C26H43BBr3ClFI2N4O5S